This record from OMol25 describes a cluster of 13 separate species, C32H74N10O16 in total. The level of theory is ωB97M-V/def2-TZVPD.

Last columns: bonded neighbours and bond lengths (Å).
Geometry (Å):
1 O -2.613 1.952 4.464  C2 1.195
2 C -1.526 2.196 4.895  O1 1.195, O3 1.343, C6 1.533
3 O -0.477 2.467 4.101  C2 1.343, C4 1.466
4 C -0.754 2.444 2.662  O3 1.466, C5 1.512, H7 1.116, H8 1.082
5 C 0.236 3.392 2.025  C4 1.512, H9 1.124, H10 1.073, H11 1.054
6 C -1.207 2.368 6.385  C2 1.533, H12 1.056, H13 1.116, H14 1.070
7 H -1.805 2.802 2.550  C4 1.116
8 H -0.676 1.415 2.338  C4 1.082
9 H 1.323 3.202 2.243  C5 1.124
10 H -0.077 4.357 2.374  C5 1.073
11 H 0.069 3.380 0.984  C5 1.054
12 H -0.938 3.370 6.583  C6 1.056
13 H -0.294 1.784 6.647  C6 1.116
14 H -2.092 1.999 6.860  C6 1.070
15 O -1.207 -3.821 4.383  C16 1.241
16 C -0.619 -3.225 5.298  O15 1.241, O17 1.309, C20 1.551
17 O -0.673 -1.920 5.371  C16 1.309, C18 1.415
18 C -1.440 -1.163 4.454  O17 1.415, C19 1.519, H21 1.099, H22 1.094
19 C -2.890 -1.145 4.906  C18 1.519, H23 1.106, H24 1.082, H25 1.104
20 C 0.286 -3.728 6.452  C16 1.551, H26 1.107, H27 1.078, H28 1.080
21 H -1.400 -1.562 3.431  C18 1.099
22 H -0.932 -0.194 4.476  C18 1.094
23 H -3.539 -0.571 4.218  C19 1.106
24 H -3.098 -0.780 5.903  C19 1.082
25 H -3.229 -2.196 4.924  C19 1.104
26 H 0.662 -2.852 7.015  C20 1.107
27 H 1.085 -4.301 6.011  C20 1.078
28 H -0.291 -4.318 7.150  C20 1.080
29 O 3.749 -2.598 -2.909  C30 1.228
30 C 2.810 -3.384 -2.993  O29 1.228, O31 1.318, C34 1.523
31 O 2.731 -4.255 -3.980  C30 1.318, C32 1.473
32 C 3.843 -4.358 -4.941  O31 1.473, C33 1.558, H35 1.087, H36 1.085
33 C 3.487 -3.386 -6.106  C32 1.558, H37 1.133, H38 1.094, H39 1.112
34 C 1.585 -3.442 -2.090  C30 1.523, H40 1.105, H41 1.093, H42 1.129
35 H 3.876 -5.427 -5.135  C32 1.087
36 H 4.765 -4.074 -4.445  C32 1.085
37 H 4.410 -3.145 -6.717  C33 1.133
38 H 3.169 -2.474 -5.592  C33 1.094
39 H 2.784 -3.763 -6.881  C33 1.112
40 H 0.627 -3.716 -2.568  C34 1.105
41 H 1.601 -2.506 -1.526  C34 1.093
42 H 1.907 -4.251 -1.371  C34 1.129
43 O 6.219 0.110 0.655  C44 1.230
44 C 5.528 -0.294 -0.279  O43 1.230, N45 1.425, C46 1.480
45 N 5.312 -1.690 -0.469  C44 1.425, H47 1.043, H48 0.993
46 C 4.744 0.587 -1.173  C44 1.480, H49 1.082, H50 1.087, H51 1.085
47 H 5.819 -2.225 0.269  N45 1.043
48 H 4.788 -2.086 -1.213  N45 0.993
49 H 5.088 1.595 -0.983  C46 1.082
50 H 3.705 0.618 -0.855  C46 1.087
51 H 4.754 0.344 -2.230  C46 1.085
52 O -4.391 1.414 -0.971  C53 1.217
53 C -4.427 0.320 -0.438  O52 1.217, N54 1.368, C55 1.548
54 N -4.899 -0.784 -1.094  C53 1.368, H56 1.054, H57 0.958
55 C -3.915 0.052 0.998  C53 1.548, H58 1.086, H59 1.076, H60 1.099
56 H -5.419 -0.657 -2.003  N54 1.054
57 H -4.998 -1.599 -0.602  N54 0.958
58 H -4.694 -0.310 1.663  C55 1.086
59 H -3.575 0.979 1.426  C55 1.076
60 H -3.064 -0.638 0.912  C55 1.099
61 O 2.573 1.483 -5.323  C62 1.222
62 C 1.384 1.205 -5.284  O61 1.222, N63 1.366, C64 1.521
63 N 0.463 2.204 -5.135  C62 1.366, H65 1.009, H66 1.030
64 C 0.848 -0.215 -5.180  C62 1.521, H67 1.066, H68 1.134, H69 1.098
65 H 0.735 3.169 -5.247  N63 1.009
66 H -0.520 1.917 -5.240  N63 1.030
67 H -0.214 -0.277 -5.248  C64 1.066
68 H 1.348 -0.631 -4.252  C64 1.134
69 H 1.290 -0.781 -6.011  C64 1.098
70 O 2.080 -4.487 3.822  C71 1.214
71 C 2.200 -3.567 3.040  O70 1.214, N72 1.324, C73 1.489
72 N 1.152 -2.914 2.562  C71 1.324, H74 0.999, H75 1.020
73 C 3.524 -3.107 2.539  C71 1.489, H76 1.089, H77 1.047, H78 1.122
74 H 1.169 -2.183 1.881  N72 0.999
75 H 0.207 -3.144 2.867  N72 1.020
76 H 3.600 -2.110 2.108  C73 1.089
77 H 3.883 -3.774 1.816  C73 1.047
78 H 4.159 -3.086 3.464  C73 1.122
79 O -2.166 0.835 -5.385  C80 1.221
80 C -3.018 1.348 -4.676  O79 1.221, N81 1.343, C82 1.485
81 N -3.591 0.613 -3.709  C80 1.343, H83 1.032, H84 1.003
82 C -3.399 2.766 -4.899  C80 1.485, H85 1.091, H86 1.063, H87 1.060
83 H -4.199 0.959 -2.949  N81 1.032
84 H -3.107 -0.245 -3.519  N81 1.003
85 H -3.940 2.888 -5.838  C82 1.091
86 H -2.539 3.388 -4.965  C82 1.063
87 H -4.028 3.074 -4.104  C82 1.060
88 O -2.030 5.865 -2.195  C89 1.254
89 C -2.894 5.133 -1.657  O88 1.254, N90 1.352, C91 1.506
90 N -2.618 3.842 -1.366  C89 1.352, H92 1.056, H93 1.032
91 C -4.241 5.664 -1.243  C89 1.506, H94 1.098, H95 1.099, H96 1.121
92 H -3.282 3.182 -0.878  N90 1.056
93 H -1.610 3.618 -1.371  N90 1.032
94 H -4.137 5.936 -0.185  C91 1.098
95 H -5.044 4.916 -1.306  C91 1.099
96 H -4.406 6.606 -1.829  C91 1.121
97 O 2.767 0.563 1.891  C98 1.214
98 C 3.067 0.431 3.060  O97 1.214, N99 1.356, C100 1.523
99 N 4.349 0.121 3.377  C98 1.356, H101 0.984, H102 0.999
100 C 2.001 0.483 4.146  C98 1.523, H103 1.065, H104 1.136, H105 1.120
101 H 4.710 0.061 4.290  N99 0.984
102 H 4.908 -0.040 2.566  N99 0.999
103 H 1.626 1.473 4.265  C100 1.065
104 H 2.300 0.035 5.146  C100 1.136
105 H 1.134 -0.095 3.736  C100 1.120
106 O 0.487 2.820 -1.632  C107 1.243
107 C 1.204 3.572 -2.315  O106 1.243, N108 1.350, C109 1.531
108 N 0.680 4.686 -2.869  C107 1.350, H110 0.994, H111 1.014
109 C 2.693 3.280 -2.516  C107 1.531, H112 1.098, H113 1.089, H114 1.136
110 H 1.123 5.317 -3.496  N108 0.994
111 H -0.275 4.918 -2.619  N108 1.014
112 H 3.267 3.705 -1.681  C109 1.098
113 H 3.081 3.750 -3.418  C109 1.089
114 H 2.966 2.183 -2.623  C109 1.136
115 O -4.881 -3.116 0.202  C116 1.219
116 C -3.689 -3.160 0.456  O115 1.219, N117 1.356, C118 1.471
117 N -2.699 -2.823 -0.408  C116 1.356, H119 1.001, H120 0.998
118 C -3.304 -3.636 1.794  C116 1.471, H121 1.072, H122 1.104, H123 1.086
119 H -2.927 -2.236 -1.186  N117 1.001
120 H -1.822 -2.589 0.007  N117 0.998
121 H -3.752 -4.606 1.884  C118 1.072
122 H -3.730 -2.926 2.524  C118 1.104
123 H -2.249 -3.838 1.950  C118 1.086
124 O -0.458 -1.332 0.290  C125 1.243
125 C -0.233 -0.276 -0.325  O124 1.243, N126 1.312, C127 1.530
126 N 0.600 0.634 0.123  C125 1.312, H128 1.024, H129 1.009
127 C -0.903 0.034 -1.665  C125 1.530, H130 1.087, H131 1.105, H132 1.060
128 H 1.175 0.455 0.950  N126 1.024
129 H 0.696 1.460 -0.448  N126 1.009
130 H -1.754 0.696 -1.529  C127 1.087
131 H -1.246 -0.933 -2.078  C127 1.105
132 H -0.345 0.526 -2.420  C127 1.060

- electronic energy (eV) = -82053.632
- molecular weight (g mol⁻¹) = 855.0
- HOMO energy (eV) = -9.514
- energy relative to the best compared isomer or geometry (same formula, charge and spin) (kJ/mol) = 0.0
- spin multiplicity = 1

These are the Löwdin partial charges, in e, on atoms 1 to 99: atom 1 (O): 0.09, atom 2 (C): -0.56, atom 3 (O): -0.05, atom 4 (C): -0.19, atom 5 (C): -0.05, atom 6 (C): 0.04, atom 7 (H): 0.13, atom 8 (H): 0.10, atom 9 (H): 0.10, atom 10 (H): 0.08, atom 11 (H): 0.04, atom 12 (H): 0.07, atom 13 (H): 0.10, atom 14 (H): 0.08, atom 15 (O): 0.04, atom 16 (C): -0.50, atom 17 (O): -0.02, atom 18 (C): -0.21, atom 19 (C): -0.06, atom 20 (C): 0.04, atom 21 (H): 0.11, atom 22 (H): 0.09, atom 23 (H): 0.08, atom 24 (H): 0.08, atom 25 (H): 0.08, atom 26 (H): 0.09, atom 27 (H): 0.06, atom 28 (H): 0.08, atom 29 (O): 0.05, atom 30 (C): -0.54, atom 31 (O): -0.02, atom 32 (C): -0.16, atom 33 (C): -0.05, atom 34 (C): 0.04, atom 35 (H): 0.12, atom 36 (H): 0.11, atom 37 (H): 0.09, atom 38 (H): 0.06, atom 39 (H): 0.08, atom 40 (H): 0.10, atom 41 (H): 0.07, atom 42 (H): 0.11, atom 43 (O): 0.00, atom 44 (C): -0.55, atom 45 (N): 0.15, atom 46 (C): -0.02, atom 47 (H): 0.12, atom 48 (H): 0.03, atom 49 (H): 0.08, atom 50 (H): 0.07, atom 51 (H): 0.09, atom 52 (O): -0.02, atom 53 (C): -0.54, atom 54 (N): 0.18, atom 55 (C): 0.03, atom 56 (H): 0.15, atom 57 (H): -0.01, atom 58 (H): 0.09, atom 59 (H): 0.07, atom 60 (H): 0.07, atom 61 (O): 0.01, atom 62 (C): -0.58, atom 63 (N): 0.17, atom 64 (C): 0.00, atom 65 (H): 0.10, atom 66 (H): 0.06, atom 67 (H): 0.04, atom 68 (H): 0.10, atom 69 (H): 0.08, atom 70 (O): 0.04, atom 71 (C): -0.62, atom 72 (N): 0.20, atom 73 (C): -0.01, atom 74 (H): 0.07, atom 75 (H): 0.08, atom 76 (H): 0.05, atom 77 (H): 0.06, atom 78 (H): 0.11, atom 79 (O): 0.00, atom 80 (C): -0.58, atom 81 (N): 0.19, atom 82 (C): 0.02, atom 83 (H): 0.07, atom 84 (H): 0.09, atom 85 (H): 0.10, atom 86 (H): 0.07, atom 87 (H): 0.06, atom 88 (O): -0.02, atom 89 (C): -0.58, atom 90 (N): 0.17, atom 91 (C): -0.01, atom 92 (H): 0.10, atom 93 (H): 0.08, atom 94 (H): 0.09, atom 95 (H): 0.08, atom 96 (H): 0.10, atom 97 (O): 0.01, atom 98 (C): -0.57, atom 99 (N): 0.20